1:
Formula: CH3IS
Source: the OMol25 dataset
Level of theory: ωB97M-V/def2-TZVPD

Calculated values
- Gap between HOMO and LUMO: 9.51 eV
- HOMO level: -9.3 eV
- LUMO energy: 0.25 eV

```
! wB97M-V def2-TZVPD RIJCOSX def2/J DEFGRID3
* xyz 0 1
C 0.06493 -0.33423 0.34174
S 0.09276 0.11042 -1.45144
I 1.92783 -0.76641 1.20361
H -0.50113 0.62557 0.81387
H -0.67903 -1.06166 0.57303
H 0.39174 1.33578 -1.08649
*
```

2:
Formula: CH3IS
Source: the OMol25 dataset
Level of theory: ωB97M-V/def2-TZVPD

Calculated values
- Gap between HOMO and LUMO: 9.41 eV
- HOMO level: -9.3 eV
- LUMO energy: 0.13 eV

```
! wB97M-V def2-TZVPD RIJCOSX def2/J DEFGRID3
* xyz 0 1
C -0.39687 0.04137 -0.01125
S 0.79206 1.03118 -0.67317
I 0.26763 -1.41730 1.47069
H -1.03229 0.81019 0.87599
H -1.13867 -0.51184 -0.63364
H 1.50814 0.04641 -1.02861
*
```

Stability, highest: 1

1:
Formula: C4H12O2
Source: the OMol25 dataset
Level of theory: ωB97M-V/def2-TZVPD

Calculated values
- Gap between HOMO and LUMO (alpha / beta): 9.90 / 6.14 eV
- HOMO level (alpha / beta): -15.0 / -15.0 eV
- LUMO energy (alpha / beta): -5.07 / -8.82 eV

```
! wB97M-V def2-TZVPD RIJCOSX def2/J DEFGRID3
* xyz 1 2
C -1.05109 -0.37367 0.05779
C -0.52068 0.99869 0.24290
C 0.86265 1.15519 0.26884
C 1.58650 2.45290 0.56345
H -1.40279 -0.59751 1.08799
H -1.93266 -0.20760 -0.59002
H -0.38193 -1.13721 -0.29953
H -1.29314 1.72796 0.46769
H 1.45870 0.28252 0.03821
H 2.58090 2.06849 0.82815
H 1.57136 3.18138 -0.25694
H 1.25315 2.83430 1.53406
H -1.36961 -0.60575 -2.31553
H -1.66209 -2.10454 -2.29601
O -1.13688 -1.42009 -2.74870
H 0.89984 -1.19979 2.05637
H -0.32045 -2.30872 1.75080
O 0.58975 -2.00127 1.63756
*
```

2:
Formula: C4H12O2
Source: the OMol25 dataset
Level of theory: ωB97M-V/def2-TZVPD

Calculated values
- Gap between HOMO and LUMO (alpha / beta): 6.47 / 9.22 eV
- HOMO level (alpha / beta): -16.3 / -16.0 eV
- LUMO energy (alpha / beta): -9.86 / -6.74 eV

```
! wB97M-V def2-TZVPD RIJCOSX def2/J DEFGRID3
* xyz 1 2
C 0.98928 -0.95098 0.82485
C 1.14272 -0.15005 -0.45078
C -0.19945 0.18334 -1.20573
C -1.29871 0.87319 -0.39952
H 0.11390 -1.64944 0.70115
H 1.90292 -1.52063 1.00711
H 0.82666 -0.20096 1.60668
H 1.77402 -0.68314 -1.16959
H 1.64002 0.81501 -0.26925
H -0.56547 -0.76291 -1.64712
H -0.67119 1.43360 0.37253
H -1.72226 1.69331 -0.98097
H 0.12284 0.88763 -1.97625
H 0.38328 3.07731 2.01644
O 0.48537 2.32913 1.40001
H -1.52736 -3.31475 0.02961
H -2.07529 0.29955 0.09190
O -1.32127 -2.35921 0.04893
*
```

Stability, highest: 1

1:
Formula: C3H4NO3
Source: the OMol25 dataset
Level of theory: ωB97M-V/def2-TZVPD

Calculated values
- Gap between HOMO and LUMO (alpha / beta): 6.65 / 8.71 eV
- HOMO level (alpha / beta): -2.8 / -4.9 eV
- LUMO energy (alpha / beta): 3.82 / 3.82 eV

```
! wB97M-V def2-TZVPD RIJCOSX def2/J DEFGRID3
* xyz -1 1
C 1.38968 -0.66056 -0.12386
C -1.12189 -1.17609 -0.00708
C -0.01876 -0.23359 0.18008
N -0.33602 0.88768 0.83838
O -0.03260 2.68707 -0.46891
O -2.30873 -0.88499 0.15086
O 2.37459 0.05677 -0.02614
H 1.40700 -1.63422 -0.52943
H -0.83484 -2.14026 -0.41620
H -1.38805 0.75186 0.97969
H 0.86963 2.34633 -0.57739
*
```

2:
Formula: C3H4NO3
Source: the OMol25 dataset
Level of theory: ωB97M-V/def2-TZVPD

Calculated values
- Gap between HOMO and LUMO (alpha / beta): 7.74 / 7.74 eV
- HOMO level (alpha / beta): -3.5 / -3.5 eV
- LUMO energy (alpha / beta): 4.22 / 4.22 eV

```
! wB97M-V def2-TZVPD RIJCOSX def2/J DEFGRID3
* xyz -1 1
C -0.92050 0.93647 0.50615
C -0.15193 -0.01469 -1.62854
C 0.09387 0.29108 -0.27489
N 1.15481 -0.27869 0.42181
O 0.83259 -1.51968 1.62844
O 0.52866 -0.63744 -2.43315
O -1.10366 0.96645 1.73078
H -1.78295 1.58710 -0.12610
H -1.11746 0.55391 -2.07439
H 1.55247 -0.85997 -0.20694
H 0.91409 -1.02454 2.45682
*
```

3:
Formula: C3H4NO3
Source: the OMol25 dataset
Level of theory: ωB97M-V/def2-TZVPD

Calculated values
- Gap between HOMO and LUMO (alpha / beta): 6.88 / 6.88 eV
- HOMO level (alpha / beta): -2.6 / -2.6 eV
- LUMO energy (alpha / beta): 4.27 / 4.27 eV

```
! wB97M-V def2-TZVPD RIJCOSX def2/J DEFGRID3
* xyz -1 1
C 1.02206 -1.19866 -0.16266
C 1.59794 -0.12678 -0.76991
C -1.12561 0.87488 0.59262
N -1.27495 -0.63315 0.38246
O 1.77350 0.58167 -1.73638
O -2.07586 -0.94842 -0.53774
O 2.00429 -0.17579 0.43015
H 1.42380 -2.15638 -0.09356
H -2.14248 1.15808 1.04291
H -1.01242 1.55389 -0.34473
H -0.19028 1.07065 1.19682
*
```

Stability, highest: 2